Record 1
{"formula": "C26H48INO12S", "method": "the ωB97M-V functional and the def2-TZVPD basis", "elements": ["C", "C", "O", "C", "C", "C", "C", "O", "I", "N", "C", "C", "C", "C", "C", "C", "C", "C", "O", "C", "C", "O", "C", "C", "C", "C", "S", "O", "O", "O", "C", "C", "C", "O", "C", "O", "C", "O", "O", "H", "H", "H", "H", "H", "H", "H", "H", "H", "H", "H", "H", "H", "H", "H", "H", "H", "H", "H", "H", "H", "H", "H", "H", "H", "H", "H", "H", "H", "H", "H", "H", "H", "H", "H", "H", "H", "H", "H", "H", "H", "H", "H", "H", "H", "C", "O", "H", "H", "H"], "xyz": [[1.075, -0.995, 6.248], [0.383, -2.415, 5.755], [-0.807, -2.233, 4.911], [-0.474, -2.084, 3.488], [-1.202, -0.850, 2.710], [-2.519, -0.460, 3.558], [-3.727, -1.537, 3.694], [-4.971, -0.990, 3.823], [-3.706, -3.711, 3.654], [-0.257, 0.313, 3.083], [-0.175, 1.332, 1.975], [-0.811, 0.813, 0.515], [0.078, 0.998, -0.845], [-0.837, 0.652, -2.204], [0.001, -0.264, -3.307], [-0.669, -1.733, -3.598], [0.359, -2.998, -3.389], [1.804, -2.835, -4.157], [2.841, -3.301, -3.216], [4.182, -2.838, -3.607], [5.331, -2.828, -2.398], [4.537, -2.474, -4.843], [-2.017, 1.892, 0.347], [-1.700, 3.351, -0.251], [-0.532, 4.255, 0.418], [-0.098, 5.476, -0.641], [1.741, 5.837, -0.650], [2.462, 5.537, 0.687], [1.877, 7.389, -0.899], [2.584, 5.109, -1.981], [-1.150, -0.740, 1.053], [-0.155, -1.900, 0.369], [1.386, -1.933, 0.735], [2.079, -0.743, 1.197], [3.477, -0.903, 0.680], [3.932, -0.335, -0.440], [-2.553, -1.450, 0.476], [-3.781, -0.715, 0.638], [-4.585, -0.846, -0.377], [0.271, -0.211, 6.645], [1.787, -1.275, 7.157], [1.738, -0.477, 5.431], [1.209, -3.119, 5.296], [0.004, -2.955, 6.750], [-0.784, -3.086, 2.918], [0.717, -2.073, 3.436], [-2.276, -0.098, 4.670], [-2.989, 0.511, 3.043], [-0.506, 0.902, 3.910], [0.745, 0.094, 3.267], [-0.610, 2.320, 2.432], [0.975, 1.561, 1.762], [0.621, 2.058, -0.939], [0.993, 0.237, -0.947], [-1.192, 1.610, -2.772], [-1.805, 0.076, -1.822], [1.156, -0.346, -3.042], [-0.030, 0.325, -4.344], [-1.123, -1.829, -4.693], [-1.580, -1.892, -2.861], [0.606, -3.161, -2.235], [-0.158, -3.994, -3.792], [2.025, -1.747, -4.546], [1.795, -3.529, -5.120], [5.726, -1.743, -2.181], [6.269, -3.485, -2.655], [4.885, -3.236, -1.395], [-2.580, 1.973, 1.394], [-2.815, 1.420, -0.408], [-1.466, 3.295, -1.421], [-2.706, 3.991, -0.189], [-0.819, 4.770, 1.438], [0.491, 3.679, 0.627], [-0.639, 6.473, -0.299], [-0.410, 5.234, -1.742], [3.548, 4.951, -1.698], [-0.277, -1.764, -0.811], [-0.620, -2.980, 0.582], [1.570, -2.777, 1.561], [1.996, -2.330, -0.213], [4.222, -1.554, 1.313], [-2.452, -1.740, -0.678], [-2.692, -2.499, 1.029], [-4.760, 0.034, -0.824], [-2.306, 1.892, -5.217], [-2.759, 1.303, -4.121], [-2.978, 2.608, -5.721], [-1.392, 2.503, -5.122], [-2.029, 1.241, -6.064]], "forces_ev_per_a": [[0.0, -0.3, 0.4], [0.4, 0.2, 1.8], [1.7, 0.5, -1.1], [0.8, -2.5, -1.2], [1.4, 0.4, 2.1], [-1.1, 1.1, -0.4], [-7.1, 4.5, 0.3], [8.4, -3.7, -0.7], [0.3, 1.3, 0.0], [1.1, 1.9, 0.0], [2.4, 2.6, -2.0], [0.1, 1.5, 2.1], [1.5, -1.3, -1.0], [0.3, -0.2, 0.3], [-0.3, 0.6, -1.0], [-0.1, -0.6, 0.0], [0.2, -0.3, 0.1], [-1.4, -0.3, -1.4], [3.2, 2.3, -1.7], [1.7, 0.9, -4.3], [-0.5, -0.2, 0.4], [-2.8, -2.2, 7.6], [-2.4, -1.3, -0.2], [-0.2, 1.0, -0.9], [1.5, 0.4, -0.1], [-1.7, -0.8, 0.1], [4.5, 6.7, 2.5], [-2.7, -0.7, -4.4], [-1.2, -5.9, 0.1], [-0.6, 0.1, 2.4], [-1.7, -2.4, -1.6], [-0.6, 0.5, -0.9], [1.1, -3.4, -0.4], [2.6, -0.5, -1.5], [2.0, 3.2, -5.2], [-3.6, -3.7, 7.7], [0.2, -1.5, -1.0], [4.0, 1.1, 4.4], [-3.5, -0.4, -4.7], [1.6, -1.9, -0.9], [-1.5, 0.7, -2.0], [-1.3, -1.0, 1.4], [-1.8, 1.4, 0.6], [0.7, 1.2, -2.3], [0.5, 2.1, 1.3], [-2.5, 0.4, -0.3], [-0.2, -1.2, -2.4], [0.7, -2.4, 1.0], [-0.3, -1.2, -0.5], [-1.0, -0.9, -0.3], [0.5, -1.9, -1.4], [-2.4, -0.5, 0.7], [-1.6, -2.2, 0.5], [-1.9, 1.6, 0.8], [0.2, -2.0, 1.1], [2.0, 1.2, -1.2], [-2.4, 0.0, -0.2], [0.0, -1.2, 2.4], [1.0, 0.5, 2.4], [1.8, 0.3, -1.5], [-0.5, 0.4, -2.4], [1.1, 2.2, 1.0], [-0.4, -2.1, 1.1], [0.2, 1.4, 2.1], [-1.1, -2.1, -0.8], [-2.1, 1.2, 0.1], [0.7, 0.7, -2.0], [1.1, 0.0, -2.2], [1.7, 1.2, 1.6], [-0.5, -0.2, 2.6], [2.1, -1.5, -0.1], [0.4, -1.1, -2.1], [-2.4, 1.0, -0.4], [1.8, -1.9, -0.9], [0.7, 0.4, 2.0], [-2.0, 0.4, -0.1], [0.3, 0.0, 2.7], [1.2, 2.4, -0.2], [-0.5, 1.7, -1.6], [-1.6, 0.7, 1.8], [-1.8, 1.1, -0.9], [-0.1, 0.9, 2.5], [0.4, 2.1, -0.9], [0.9, -0.9, 0.9], [0.1, 0.4, -0.9], [-0.3, -0.5, 1.1], [-0.6, 0.3, 0.0], [0.8, 0.4, 0.4], [0.1, -0.7, -0.3]], "mulliken_charge": [-0.78, -0.28, -0.28, -0.75, 0.21, -0.16, 0.04, -0.55, 0.08, 0.25, -1.54, 0.95, 0.18, 0.32, -0.64, -0.60, -0.06, -0.35, -0.32, 0.60, -0.71, -0.55, -0.08, -0.56, -0.11, -0.70, 1.11, -0.60, -0.62, -0.48, 1.31, -0.39, -0.79, -0.11, -0.05, -0.42, -0.70, -0.05, -0.58, 0.20, 0.36, 0.15, 0.29, 0.35, 0.05, 0.26, 0.39, 0.07, 0.65, 0.51, 0.09, 0.10, -0.24, -0.33, 0.08, -0.14, 0.34, 0.28, 0.46, 0.09, -0.20, 0.38, 0.34, 0.28, 0.22, 0.31, 0.16, 0.39, -0.06, 0.07, 0.38, 0.34, 0.00, 0.38, 0.43, 0.37, -0.65, 0.60, 0.29, 0.29, 0.31, 0.34, 0.27, 0.35, -0.81, -0.71, 0.28, 0.18, 0.19], "total_charge": 0, "homo_energy_ev": -5.0, "orbital_gap_ha": 0.1384}



Record 2
{"formula": "C26H49AlBr2Cl3FILiO8SSi2", "method": "the ωB97M-V functional and the def2-TZVPD basis", "elements": ["C", "C", "C", "C", "C", "C", "C", "I", "O", "C", "O", "S", "H", "H", "H", "H", "H", "H", "H", "H", "H", "H", "H", "H", "H", "H", "H", "O", "Si", "C", "C", "C", "Si", "C", "C", "C", "H", "H", "H", "H", "H", "H", "H", "H", "H", "H", "H", "H", "H", "H", "H", "H", "H", "H", "C", "C", "C", "O", "C", "C", "C", "O", "O", "O", "H", "H", "C", "C", "O", "H", "H", "H", "H", "H", "H", "Br", "C", "C", "Br", "H", "H", "H", "H", "Al", "Cl", "C", "C", "Cl", "H", "H", "H", "H", "Cl", "Li", "F"], "xyz": [[0.735, -1.499, 2.913], [-0.558, -1.918, 3.821], [-1.930, -2.195, 2.981], [-3.057, -2.697, 4.099], [-4.366, -3.402, 3.424], [-5.547, -3.450, 4.550], [-6.421, -2.079, 4.699], [-6.368, -1.576, 6.871], [-5.875, -0.910, 4.007], [-6.397, -0.762, 2.653], [-7.623, -1.011, 2.244], [-5.214, -0.085, 1.333], [1.235, -0.528, 3.373], [1.545, -2.350, 3.072], [0.526, -1.400, 1.772], [-0.313, -2.902, 4.429], [-0.759, -1.091, 4.639], [-2.397, -1.257, 2.473], [-1.864, -3.060, 2.203], [-3.377, -1.725, 4.669], [-2.506, -3.482, 4.765], [-4.674, -2.933, 2.402], [-4.068, -4.530, 3.210], [-6.329, -4.318, 4.345], [-5.018, -3.696, 5.581], [-7.538, -2.314, 4.479], [-4.152, 0.470, 2.104], [5.209, 0.241, 0.069], [5.636, 1.347, -1.129], [7.317, 2.111, -0.754], [4.362, 2.728, -1.217], [5.742, 0.544, -2.821], [4.936, 0.207, 1.731], [4.464, -1.504, 2.336], [3.537, 1.383, 2.181], [6.486, 0.734, 2.656], [7.275, 2.733, 0.157], [7.641, 2.747, -1.577], [8.068, 1.328, -0.605], [3.358, 2.313, -1.346], [4.572, 3.393, -2.060], [4.373, 3.323, -0.300], [4.778, 0.114, -3.110], [6.495, -0.248, -2.837], [6.018, 1.290, -3.575], [3.542, -1.850, 1.861], [4.299, -1.489, 3.418], [5.256, -2.229, 2.129], [3.823, 2.419, 1.979], [3.291, 1.298, 3.243], [2.640, 1.153, 1.598], [6.721, 1.777, 2.452], [7.339, 0.122, 2.350], [6.348, 0.620, 3.735], [2.443, -2.914, -2.730], [2.245, -4.216, -3.029], [1.786, -4.445, -4.466], [1.616, -5.554, -4.973], [1.518, -3.256, -5.314], [1.703, -1.955, -5.009], [2.264, -1.733, -3.608], [2.577, -0.628, -3.152], [1.474, -0.940, -5.733], [2.399, -5.220, -2.279], [2.781, -2.652, -1.733], [1.130, -3.512, -6.294], [2.365, 4.148, -5.403], [3.851, 3.872, -5.498], [4.145, 2.597, -4.944], [2.035, 4.118, -4.360], [2.123, 5.129, -5.821], [1.794, 3.385, -5.940], [4.417, 4.625, -4.942], [4.187, 3.888, -6.540], [3.645, 1.936, -5.450], [-10.913, -3.428, 0.263], [-10.450, -1.551, 0.520], [-11.583, -0.794, 1.168], [-13.001, -0.413, -0.118], [-10.165, -1.156, -0.458], [-9.571, -1.562, 1.172], [-11.243, 0.186, 1.515], [-12.043, -1.330, 2.001], [4.100, -0.483, -5.105], [2.225, 6.045, -2.061], [0.448, 6.155, -2.017], [-0.176, 5.021, -1.220], [0.001, 3.448, -2.036], [0.083, 6.171, -3.048], [0.202, 7.114, -1.553], [-1.249, 5.198, -1.102], [0.266, 4.939, -0.223], [6.870, 3.418, 1.463], [-14.706, 0.314, 1.446], [-12.808, -3.868, -1.058]], "forces_ev_per_a": [[0.9, -0.5, 1.2], [-0.2, -0.1, -0.1], [-1.1, -0.6, 1.4], [0.4, 0.5, -1.2], [0.5, -0.9, 0.7], [0.1, -0.5, -0.1], [-0.4, -1.4, 0.7], [-0.2, 0.1, -1.0], [-1.7, -1.1, -3.1], [-4.2, -0.4, -1.0], [7.2, 1.0, 2.8], [-0.3, 0.0, 2.5], [-1.1, -1.9, -1.3], [-1.6, 1.8, -0.6], [0.3, 0.0, 2.2], [-0.5, 2.0, -1.3], [0.3, -1.6, -1.7], [1.2, -1.5, 0.7], [0.3, 1.6, 1.2], [0.6, -2.1, -0.7], [-1.3, 1.6, -0.9], [0.5, -0.7, 2.0], [-0.7, 2.3, 0.3], [1.7, 1.8, 0.3], [-1.2, 0.5, -2.2], [2.1, 1.0, 0.1], [-1.5, -0.9, -0.6], [0.2, 0.5, -0.4], [-0.7, 0.4, 1.4], [0.1, -2.6, -3.2], [0.1, -0.4, 0.1], [0.5, -0.2, -0.2], [0.4, 0.4, 0.4], [0.0, 0.0, -0.5], [0.1, -0.1, -0.3], [-0.3, -0.6, 0.0], [0.1, 0.3, 0.3], [0.1, 0.2, 0.0], [0.1, 0.2, 0.2], [0.0, 0.1, -0.1], [0.0, -0.1, 0.0], [0.0, 0.0, 0.0], [-0.2, 0.1, 0.6], [0.0, -0.1, 0.0], [-0.1, 0.0, 0.2], [0.1, -0.1, 0.0], [0.0, 0.1, -0.1], [-0.1, 0.0, 0.0], [0.0, 0.0, 0.0], [0.0, 0.0, 0.0], [0.0, 0.0, 0.1], [-0.1, -1.0, 0.5], [0.0, 0.0, 0.1], [0.0, -0.2, 0.0], [0.5, 4.3, 0.6], [-0.5, -5.2, -0.3], [-0.6, -0.8, -1.7], [0.4, 1.3, 1.1], [-0.4, -2.4, -0.5], [0.1, 2.4, 0.8], [-0.2, -2.6, 1.6], [0.7, 0.8, -1.1], [1.1, -0.5, 0.5], [-0.2, 2.4, -1.2], [0.0, 0.0, 0.0], [0.0, 0.0, 0.0], [-0.2, 0.1, 0.1], [-0.4, 0.2, -0.3], [0.3, -0.7, 0.1], [0.1, 0.1, -0.1], [0.0, -0.1, 0.0], [0.0, 0.1, -0.1], [0.0, -0.3, 0.0], [0.0, 0.2, 0.0], [-0.1, 0.6, 0.1], [0.6, 0.7, 0.4], [0.4, -0.8, 0.2], [0.8, 0.2, 0.6], [-0.5, 0.0, -0.1], [-0.1, 0.1, 0.2], [-0.3, 0.4, 0.0], [-0.1, -0.1, -0.1], [0.1, -0.1, -0.3], [-0.7, 0.0, 0.0], [0.0, 0.0, 0.0], [-0.3, 0.0, 0.0], [-0.1, 0.2, 0.1], [0.1, 0.0, 0.0], [0.1, -0.1, 0.2], [0.0, -0.2, 0.0], [0.2, 0.0, -0.1], [0.0, 0.0, -0.3], [-0.4, 3.1, 1.5], [0.2, -0.2, -0.3], [-1.0, -0.2, -0.5]], "mulliken_charge": [-0.59, -0.45, -0.34, -0.49, -0.51, -0.58, -0.46, -0.02, -0.23, 0.53, -0.56, -0.16, 0.08, 0.16, 0.32, 0.24, 0.25, 0.07, 0.28, 0.14, 0.34, 0.22, 0.39, 0.26, 0.40, 0.49, 0.17, -0.48, 0.26, -0.62, -0.85, -0.33, 0.50, -0.98, -0.97, -0.77, 0.06, 0.35, 0.32, 0.22, 0.31, 0.37, -0.49, 0.50, 0.39, 0.11, 0.32, 0.38, 0.32, 0.42, 0.29, 0.12, 0.27, 0.34, -0.77, 0.26, 0.47, -0.56, -0.74, 0.88, 0.59, -0.70, -0.69, -0.59, 0.69, 0.45, -0.82, -0.34, -0.23, 0.04, 0.36, 0.39, 0.30, 0.27, 0.11, 0.02, -0.49, -0.45, -0.29, 0.45, 0.01, 0.42, 0.45, 0.51, -0.15, -0.54, -0.44, -0.16, 0.30, 0.36, 0.32, 0.30, -0.45, 0.91, -0.75], "total_charge": 0, "homo_energy_ev": -6.2, "orbital_gap_ha": 0.0319}